A molecular structure, C17H52AsCsF6N4O9, computed with ωB97M-V/def2-TZVPD.

Last column: Mulliken charge in e.
CARTESIAN COORDINATES (ANGSTROEM)
Cs (1.66, 0.70, 5.67)  1.00
As (1.81, -0.80, -0.16)  2.06
F (0.47, 0.25, 0.46)  -0.52
F (0.70, -1.63, -1.34)  -0.51
F (3.15, -1.77, -0.79)  -0.47
F (2.88, 0.08, 0.99)  -0.53
F (1.61, -2.05, 1.14)  -0.52
F (2.20, 0.43, -1.46)  -0.52
C (2.24, -6.08, -5.16)  -0.51
O (1.86, -7.44, -5.59)  -0.50
H (2.81, -6.24, -4.24)  0.25
H (2.90, -5.55, -5.85)  0.24
H (1.43, -5.46, -4.78)  0.24
H (2.64, -7.80, -6.02)  0.29
C (4.49, 2.99, -6.73)  -0.54
O (4.69, 2.80, -5.41)  -0.48
H (5.26, 3.56, -7.25)  0.23
H (4.26, 2.02, -7.17)  0.24
H (3.56, 3.54, -6.90)  0.24
H (3.93, 2.37, -5.00)  0.31
C (-1.05, -4.81, 5.96)  -0.42
O (-1.35, -3.54, 6.58)  -0.52
H (0.04, -4.87, 5.90)  0.18
H (-1.41, -5.64, 6.56)  0.24
H (-1.46, -4.83, 4.95)  0.21
H (-2.23, -3.56, 6.98)  0.30
C (4.22, 5.85, -0.59)  0.64
O (4.04, 6.60, -1.50)  -0.65
N (5.00, 4.85, -0.66)  -0.48
N (3.65, 5.89, 0.56)  -0.40
H (4.56, 4.10, -0.15)  0.21
H (5.41, 4.74, -1.58)  0.27
H (2.76, 6.35, 0.61)  0.21
H (3.90, 5.27, 1.32)  0.19
C (-2.34, 1.26, -7.29)  0.69
O (-2.34, 0.52, -8.25)  -0.67
N (-2.10, 2.56, -7.42)  -0.40
N (-2.54, 0.92, -6.08)  -0.34
H (-1.98, 2.90, -8.36)  0.21
H (-2.02, 3.12, -6.58)  0.15
H (-2.67, 1.67, -5.42)  0.15
H (-2.64, -0.06, -5.86)  0.21
C (-5.43, -5.70, 0.14)  -1.32
C (-4.50, -4.47, -0.16)  0.63
C (-4.43, -3.45, 0.94)  -1.25
O (-3.23, -5.14, -0.24)  -0.55
H (-5.01, -6.44, 0.81)  0.34
H (-5.53, -6.34, -0.74)  0.33
H (-6.32, -5.38, 0.68)  0.35
H (-4.78, -4.01, -1.10)  0.22
H (-5.34, -3.34, 1.53)  0.31
H (-4.31, -2.49, 0.44)  0.36
H (-3.57, -3.47, 1.60)  0.31
H (-2.63, -4.41, -0.42)  0.29
C (-3.21, 6.09, -0.49)  -1.37
C (-3.27, 4.93, -1.47)  0.56
C (-4.73, 4.32, -1.40)  -1.16
O (-3.08, 5.39, -2.81)  -0.55
H (-2.17, 6.39, -0.43)  0.36
H (-3.61, 6.07, 0.52)  0.33
H (-3.57, 6.93, -1.09)  0.38
H (-2.56, 4.17, -1.15)  0.20
H (-5.37, 5.20, -1.50)  0.30
H (-4.79, 3.85, -0.42)  0.31
H (-5.01, 3.51, -2.07)  0.33
H (-2.39, 6.06, -2.86)  0.30
C (8.43, -4.16, 1.54)  -1.32
C (7.34, -4.94, 2.24)  0.27
C (6.76, -4.00, 3.32)  -1.03
O (6.39, -5.14, 1.18)  -0.58
H (9.36, -4.01, 2.10)  0.39
H (8.23, -3.22, 1.01)  0.36
H (8.78, -4.81, 0.74)  0.38
H (7.65, -5.89, 2.67)  0.33
H (6.15, -4.49, 4.08)  0.31
H (5.96, -3.54, 2.74)  0.27
H (7.36, -3.17, 3.70)  0.31
H (6.07, -4.34, 0.76)  0.34
C (-4.80, 4.50, 6.23)  -1.29
C (-4.28, 3.10, 6.28)  0.58
C (-4.32, 2.25, 5.00)  -1.20
O (-2.88, 3.22, 6.68)  -0.60
H (-4.03, 5.10, 5.74)  0.34
H (-5.03, 4.94, 7.20)  0.37
H (-5.72, 4.53, 5.64)  0.33
H (-4.72, 2.64, 7.17)  0.21
H (-5.37, 1.96, 4.88)  0.35
H (-3.69, 1.38, 5.14)  0.31
H (-3.93, 2.78, 4.13)  0.30
H (-2.86, 3.81, 7.44)  0.31

Summary:
**Total energy**: -4430.152632 hartree
**Total charge**: 0
**2S+1**: 1
**HOMO**: -9.17 eV


8 unconnected molecules or ions with the total composition C17H52NO7, computed with ωB97M-V/def2-TZVPD.

Last column: Mulliken charge in e.
CARTESIAN COORDINATES (ANGSTROEM)
N (0.39, -0.03, -0.44)  1.26
H (-0.32, 0.45, -0.98)  0.19
H (0.53, -0.98, -0.75)  -0.04
H (0.13, -0.02, 0.53)  -0.05
H (1.25, 0.49, -0.54)  0.38
C (-1.48, 0.49, -3.14)  -0.69
O (-1.05, 1.46, -2.23)  -0.51
H (-0.62, -0.05, -3.53)  0.12
H (-2.31, -0.14, -2.82)  0.26
H (-1.82, 0.92, -4.08)  0.44
H (-1.53, 2.28, -2.37)  0.27
C (0.47, -0.29, 3.49)  -0.80
O (-0.34, 0.16, 2.40)  -0.80
H (1.54, -0.09, 3.50)  0.32
H (0.03, 0.06, 4.43)  0.32
H (0.37, -1.38, 3.50)  0.32
H (-1.22, 0.32, 2.75)  0.03
C (2.83, -3.33, -3.75)  -1.39
C (2.25, -3.26, -2.30)  0.40
C (3.30, -2.99, -1.19)  -1.00
O (1.26, -2.31, -2.14)  -0.32
H (2.09, -3.61, -4.51)  0.38
H (3.64, -4.04, -3.86)  0.39
H (3.00, -2.31, -4.11)  0.25
H (1.80, -4.26, -2.28)  0.30
H (3.59, -1.94, -1.12)  0.04
H (4.18, -3.59, -1.43)  0.44
H (2.93, -3.25, -0.19)  0.28
H (0.48, -2.54, -2.64)  0.15
C (2.72, 0.76, -2.93)  -0.79
C (3.46, 1.28, -1.70)  0.49
C (3.64, 2.80, -1.86)  -1.40
O (2.83, 1.01, -0.49)  -0.59
H (1.77, 1.28, -3.06)  0.19
H (2.64, -0.31, -2.76)  -0.18
H (3.26, 0.90, -3.86)  0.57
H (4.48, 0.90, -1.65)  0.32
H (2.70, 3.23, -1.54)  0.23
H (3.77, 3.10, -2.90)  0.36
H (4.53, 3.25, -1.43)  0.38
H (3.43, 1.20, 0.24)  0.25
C (-1.42, -3.14, 1.86)  -1.40
C (-0.78, -3.34, 0.55)  1.12
C (-1.16, -4.66, -0.12)  -1.38
O (-1.19, -2.30, -0.24)  -0.20
H (-2.48, -3.28, 1.65)  0.34
H (-1.31, -2.16, 2.32)  0.11
H (-1.18, -3.92, 2.59)  0.42
H (0.28, -3.16, 0.71)  -0.16
H (-2.17, -4.75, -0.51)  0.36
H (-0.97, -5.52, 0.53)  0.41
H (-0.53, -4.97, -0.96)  0.30
H (-1.97, -2.55, -0.75)  0.18
C (1.04, 4.15, 0.86)  -1.04
C (0.48, 3.81, 2.25)  0.46
C (-1.03, 3.88, 2.34)  -1.10
O (1.00, 2.65, 2.79)  -0.54
H (0.71, 3.49, 0.07)  -0.02
H (2.13, 4.26, 0.86)  0.33
H (0.77, 5.17, 0.58)  0.45
H (0.95, 4.58, 2.87)  0.31
H (-1.33, 3.09, 1.66)  0.11
H (-1.50, 4.85, 2.17)  0.48
H (-1.32, 3.62, 3.35)  0.33
H (0.40, 1.96, 2.50)  0.36
C (-5.07, 2.11, 1.92)  -1.42
C (-4.43, 0.80, 2.27)  0.54
C (-3.59, 0.25, 1.15)  -0.48
O (-3.63, 0.98, 3.43)  -0.52
H (-4.42, 2.97, 1.75)  0.25
H (-5.52, 2.45, 2.85)  0.39
H (-5.81, 1.96, 1.14)  0.38
H (-5.18, 0.02, 2.39)  0.29
H (-4.13, 0.22, 0.20)  0.49
H (-3.42, -0.79, 1.44)  0.01
H (-2.64, 0.77, 1.06)  -0.23
H (-4.15, 0.87, 4.23)  0.30

Summary:
**Total energy**: -1260.058489 hartree
**Total charge**: +1
**2S+1**: 1
**HOMO**: -12.21 eV


9 unconnected molecules or ions with the total composition C17H52O12, computed with ωB97M-V/def2-TZVPD.

Last column: Mulliken charge in e.
CARTESIAN COORDINATES (ANGSTROEM)
C (3.66, -0.27, -4.60)  -0.79
O (2.51, -1.03, -4.43)  -0.45
C (2.35, -1.53, -3.11)  0.32
C (1.61, -2.84, -3.15)  -0.62
O (2.34, -3.80, -3.86)  -0.35
C (1.97, -5.12, -3.51)  -0.75
H (3.64, 0.66, -4.01)  0.30
H (3.84, 0.04, -5.63)  0.30
H (4.57, -0.81, -4.31)  0.36
H (1.77, -0.80, -2.53)  -0.30
H (3.31, -1.68, -2.61)  0.48
H (0.67, -2.66, -3.68)  0.30
H (1.41, -3.12, -2.11)  0.32
H (2.01, -5.25, -2.42)  0.30
H (2.65, -5.79, -4.02)  0.27
H (0.94, -5.33, -3.82)  0.29
C (-4.85, -5.77, -0.53)  -0.71
O (-4.19, -4.68, 0.03)  -0.31
C (-2.98, -4.38, -0.64)  -0.45
C (-2.44, -3.10, 0.00)  -0.39
O (-1.10, -2.95, -0.44)  -0.25
C (-0.61, -1.67, -0.11)  -0.24
H (-4.38, -6.72, -0.23)  0.27
H (-4.82, -5.76, -1.63)  0.30
H (-5.89, -5.78, -0.22)  0.25
H (-3.19, -4.20, -1.70)  0.30
H (-2.26, -5.19, -0.48)  0.32
H (-2.49, -3.25, 1.08)  0.26
H (-3.03, -2.26, -0.37)  0.27
H (0.29, -1.46, -0.68)  -0.20
H (-0.34, -1.60, 0.95)  0.27
H (-1.37, -0.92, -0.36)  0.27
C (0.10, 0.40, 8.95)  -0.73
O (0.28, 0.97, 7.68)  -0.28
C (0.15, 0.01, 6.65)  -0.60
C (0.42, 0.66, 5.33)  -0.24
O (-0.54, 1.65, 5.09)  -0.38
C (-0.09, 2.68, 4.24)  -0.44
H (0.39, 1.13, 9.70)  0.24
H (0.72, -0.50, 9.07)  0.30
H (-0.95, 0.16, 9.13)  0.29
H (-0.87, -0.41, 6.65)  0.33
H (0.86, -0.81, 6.83)  0.39
H (0.38, -0.13, 4.56)  0.17
H (1.45, 1.02, 5.30)  0.29
H (0.08, 2.29, 3.23)  0.09
H (0.86, 3.14, 4.55)  0.30
H (-0.88, 3.42, 4.19)  0.22
C (-2.02, 4.15, 1.03)  -0.19
O (-3.28, 4.78, 0.84)  -0.57
H (-1.23, 4.64, 0.47)  0.23
H (-1.75, 4.22, 2.09)  0.07
H (-2.09, 3.07, 0.86)  0.16
H (-3.63, 4.37, 0.04)  0.31
C (-2.63, 3.63, -3.48)  -0.32
O (-3.67, 3.50, -2.51)  -0.52
H (-1.72, 3.15, -3.16)  -0.06
H (-2.94, 3.26, -4.46)  0.31
H (-2.45, 4.70, -3.66)  0.30
H (-4.34, 4.16, -2.71)  0.31
C (0.06, 1.95, -0.61)  -0.49
O (1.23, 1.42, -1.22)  -0.33
H (-0.73, 1.19, -0.56)  0.22
H (0.27, 2.35, 0.38)  0.13
H (-0.35, 2.81, -1.18)  0.35
H (1.15, 1.57, -2.17)  0.28
C (2.78, 0.00, 1.79)  -0.41
O (2.54, 1.13, 2.60)  -0.38
H (2.43, 0.14, 0.76)  0.02
H (3.80, -0.38, 1.87)  0.31
H (2.19, -0.83, 2.20)  0.18
H (2.95, 1.89, 2.18)  0.28
C (1.23, 2.43, -5.14)  -0.74
O (1.00, 1.52, -4.07)  -0.39
H (0.51, 2.31, -5.94)  0.27
H (1.29, 3.44, -4.73)  0.30
H (2.23, 2.28, -5.58)  0.31
H (1.11, 0.64, -4.46)  0.20
O (2.86, 3.14, 0.50)  -0.63
H (2.56, 4.04, 0.38)  0.28
H (2.70, 2.69, -0.34)  0.28

Summary:
**Total energy**: -1581.563788 hartree
**Total charge**: 0
**2S+1**: 1
**SMILES**: COCCOC.COCCOC.COCCOC.CO.CO.CO.CO.CO.O
**HOMO**: -9.19 eV


| no. | frontier orbital gap (eV) |
| --- | --- |
| 1 | 7.21 |
| 2 | 10.21 |
| 3 | 9.54 |